Below is a cluster of 15 separate species, C32H85F3N5O25 in total in a non-equilibrium geometry, with properties calculated with the ωB97M-V functional and the def2-TZVPD basis.

```
! RIJCOSX wB97M-V def2-TZVPD def2/J DEFGRID3
* xyz -1 1
F 10.171 11.877 -21.319
F 10.683 12.298 -23.280
F 12.231 11.594 -21.863
O 11.657 8.504 -15.917
O 5.942 5.744 -19.528
O 11.174 2.113 -19.330
O 6.398 9.017 -23.643
O 8.827 7.129 -21.671
O 5.750 15.605 -19.435
O 7.829 14.376 -23.247
O 7.384 13.583 -17.756
O 8.602 10.925 -17.204
O 14.256 9.726 -15.249
O 14.535 9.970 -26.464
O 8.735 5.806 -19.018
O 15.369 9.554 -21.587
O 9.491 9.476 -23.351
O 10.694 9.134 -21.597
O 10.013 6.821 -24.509
O 12.100 13.968 -17.941
O 7.637 11.335 -28.132
O 15.260 7.837 -23.787
O 14.053 16.253 -22.642
O 7.395 11.673 -22.272
O 13.943 5.272 -22.854
O 9.813 9.941 -26.552
O 13.212 14.350 -20.541
O 10.200 16.179 -25.467
N 9.196 8.900 -17.640
N 10.811 12.285 -18.250
N 16.279 11.189 -25.872
N 12.908 2.786 -20.437
N 16.522 11.506 -21.727
C 12.796 15.672 -22.717
C 12.244 15.094 -21.364
C 9.003 14.700 -23.927
C 11.991 12.414 -16.159
C 5.879 10.318 -23.532
C 15.759 10.623 -21.061
C 11.914 7.854 -19.939
C 7.516 9.980 -19.169
C 8.483 9.961 -17.955
C 7.709 13.991 -19.068
C 9.300 11.250 -26.329
C 15.329 10.966 -19.625
C 10.938 11.436 -22.277
C 10.660 9.917 -22.730
C 14.144 11.300 -24.557
C 13.948 7.297 -24.127
C 6.452 14.360 -19.821
C 14.012 9.062 -16.511
C 6.645 4.735 -18.852
C 13.399 6.530 -22.946
C 11.622 12.968 -17.534
C 9.294 6.014 -22.411
C 6.103 11.124 -22.291
C 15.030 10.786 -25.676
C 8.803 11.922 -27.622
C 8.992 15.803 -24.931
C 11.929 9.059 -20.799
C 9.050 6.070 -23.910
C 12.080 4.346 -18.813
C 8.065 4.562 -19.315
C 12.019 2.995 -19.539
C 12.957 8.037 -16.152
H 11.914 13.259 -15.476
H 13.360 7.437 -15.336
H 5.144 16.007 -20.062
H 5.428 11.979 -22.285
H 7.517 12.636 -17.672
H 9.085 7.907 -22.171
H 9.984 7.707 -24.142
H 14.659 15.544 -22.410
H 7.961 4.259 -20.357
H 8.978 5.085 -21.936
H 12.814 14.881 -23.466
H 8.159 6.688 -24.026
H 10.257 11.548 -17.836
H 8.185 13.110 -19.499
H 8.013 10.532 -19.968
H 11.520 9.681 -23.357
H 12.958 4.962 -19.007
H 14.633 12.090 -23.987
H 16.729 11.876 -25.283
H 13.362 8.133 -24.509
H 16.763 11.287 -22.683
H 4.825 10.158 -23.760
H 11.943 9.945 -20.164
H 5.797 13.495 -19.719
H 8.682 6.359 -19.801
H 12.046 16.412 -22.996
H 13.653 6.936 -21.967
H 11.869 15.865 -20.691
H 6.144 10.551 -21.365
H 8.575 12.975 -27.460
H 6.668 10.633 -18.965
H 7.967 10.953 -22.548
H 7.165 11.969 -28.677
H 8.466 15.496 -25.835
H 12.750 14.144 -19.725
H 8.904 5.059 -24.292
H 13.760 10.481 -23.950
H 12.313 6.455 -23.000
H 15.860 11.851 -19.275
H 14.156 6.655 -24.983
H 13.006 12.016 -16.176
H 7.344 9.109 -23.510
H 13.326 11.930 -24.905
H 8.476 11.341 -25.621
H 14.266 11.207 -19.617
H 8.285 14.916 -19.083
H 12.774 8.944 -21.477
H 9.704 14.837 -23.104
H 15.174 8.454 -23.056
H 13.433 4.579 -23.279
H 15.569 10.181 -18.908
H 12.945 1.868 -20.857
H 16.793 10.802 -26.650
H 12.939 7.487 -19.879
H 10.089 11.902 -25.954
H 13.590 9.804 -17.189
H 11.468 7.986 -18.953
H 9.532 11.845 -28.429
H 7.861 13.478 -22.908
H 14.818 10.457 -15.514
H 8.379 3.656 -18.795
H 11.270 7.102 -20.395
H 12.116 4.048 -17.765
H 7.252 8.956 -19.433
H 11.774 9.018 -15.115
H 6.705 5.149 -17.845
H 12.973 7.323 -16.975
H 11.427 14.403 -21.572
H 10.052 17.034 -25.878
H 9.786 9.486 -25.707
H 13.725 3.367 -20.559
H 5.935 5.415 -20.430
H 6.103 10.906 -24.422
H 9.807 8.927 -16.836
H 10.788 12.498 -19.237
H 8.671 16.729 -24.455
H 6.653 14.484 -20.885
H 6.169 3.756 -18.908
H 10.347 6.013 -22.126
H 9.312 13.754 -24.372
H 11.124 4.855 -18.937
H 11.275 11.640 -15.880
H 16.689 12.439 -21.380
H 14.951 8.620 -16.845
H 9.196 8.087 -18.240
*
```

## Properties
- E_tot (Ha) = -3724.59941
- F_max (eV/A) = 4.88